Model P:
{"formula": "C3H14NO4", "method": "wB97M-V/def2-TZVPD", "species": ["C", "N", "C", "O", "C", "H", "H", "H", "H", "H", "H", "H", "H", "H", "H", "O", "H", "H", "O", "H", "H", "O"], "xyz": [[0.079, 1.355, -0.271], [0.375, 0.054, -0.885], [0.589, -1.014, 0.155], [-0.388, -1.086, 1.094], [-1.033, 2.060, -1.010], [1.011, 1.937, -0.291], [-0.221, 1.202, 0.768], [-0.435, -0.251, -1.409], [0.670, -1.941, -0.447], [1.583, -0.791, 0.599], [-0.744, 2.370, -2.017], [-1.902, 1.425, -1.082], [-1.320, 3.008, -0.556], [3.053, -0.386, -1.620], [2.234, 0.773, -2.026], [3.138, 0.436, -2.126], [-1.759, -1.330, 0.494], [-3.335, -1.601, 0.780], [-2.691, -1.492, 0.076], [0.229, -0.988, 3.730], [0.291, -1.888, 2.548], [0.578, -1.853, 3.496]], "molar_mass_g_mol": 128.1, "lumo_ha": 0.141, "charge": -1, "homo_lumo_gap_ev": 8.303}

Model Q:
{"formula": "C3H14NO4", "method": "wB97M-V/def2-TZVPD", "species": ["C", "N", "C", "O", "C", "H", "H", "H", "H", "H", "H", "H", "H", "H", "H", "O", "H", "H", "O", "H", "H", "O"], "xyz": [[-0.837, 0.931, -1.092], [0.157, 0.044, -0.367], [-0.468, 0.082, 1.129], [-0.662, -1.148, 1.640], [-0.467, 1.428, -2.425], [-0.923, 1.800, -0.394], [-1.808, 0.493, -1.108], [0.297, -0.917, -0.734], [0.178, 0.577, 1.731], [-1.407, 0.586, 0.990], [0.234, 2.176, -2.413], [0.041, 0.862, -3.204], [-1.355, 2.031, -2.833], [2.768, 0.435, 0.291], [2.551, 1.860, 0.519], [3.125, 1.298, 0.045], [0.085, -2.126, 2.926], [1.046, -1.088, 2.763], [0.935, -1.969, 3.262], [-0.656, -2.108, 0.331], [-1.883, -2.574, -0.573], [-0.949, -2.674, -0.485]], "molar_mass_g_mol": 128.1, "lumo_ha": 0.136, "charge": -1, "homo_lumo_gap_ev": 7.672}

Relative calculated energies, zero for the most stable structure, unit kJ/mol: model P 0.0; model Q 217.5.

Model P:
{"formula": "C37H103N9O10", "method": "wB97M-V/def2-TZVPD", "species": ["C", "O", "C", "C", "C", "N", "H", "H", "H", "H", "H", "H", "H", "H", "H", "H", "H", "C", "O", "C", "C", "C", "N", "H", "H", "H", "H", "H", "H", "H", "H", "H", "H", "H", "C", "O", "C", "C", "C", "N", "H", "H", "H", "H", "H", "H", "H", "H", "H", "H", "H", "C", "O", "C", "C", "C", "N", "H", "H", "H", "H", "H", "H", "H", "H", "H", "H", "H", "C", "O", "C", "C", "C", "N", "H", "H", "H", "H", "H", "H", "H", "H", "H", "H", "H", "C", "O", "C", "C", "C", "N", "H", "H", "H", "H", "H", "H", "H", "H", "H", "H", "H", "C", "O", "C", "C", "C", "N", "H", "H", "H", "H", "H", "H", "H", "H", "H", "H", "H", "C", "O", "C", "C", "C", "N", "H", "H", "H", "H", "H", "H", "H", "H", "H", "H", "H", "C", "O", "C", "C", "C", "N", "H", "H", "H", "H", "H", "H", "H", "H", "H", "H", "H", "C", "O", "H", "H", "H", "H"], "xyz": [[-5.461, -0.427, 0.497], [-5.032, -1.148, -0.595], [-5.873, -1.036, -1.683], [-5.007, -1.043, -2.952], [-5.888, -0.754, -4.186], [-4.202, -2.237, -3.164], [-6.286, -0.988, 1.030], [-5.945, 0.533, 0.329], [-4.640, -0.234, 1.237], [-6.514, -1.917, -1.603], [-6.406, -0.115, -1.719], [-4.322, -0.226, -2.880], [-5.292, -1.010, -5.053], [-6.214, 0.308, -4.194], [-6.788, -1.324, -4.114], [-3.615, -2.484, -2.329], [-4.854, -3.033, -3.219], [1.918, -1.985, -3.048], [0.705, -1.268, -2.854], [0.069, -0.905, -4.075], [-1.327, -0.380, -3.791], [-2.180, 0.005, -5.006], [-1.330, 0.778, -2.819], [1.818, -2.771, -3.800], [2.218, -2.435, -2.115], [2.702, -1.246, -3.235], [0.654, -0.081, -4.598], [0.123, -1.782, -4.753], [-1.894, -1.238, -3.408], [-1.757, 0.844, -5.585], [-3.130, 0.269, -4.631], [-2.407, -0.820, -5.700], [-0.586, 0.619, -2.199], [-1.146, 1.624, -3.369], [-3.267, 6.504, 2.890], [-2.190, 5.760, 3.336], [-0.954, 5.816, 2.600], [0.019, 4.900, 3.404], [0.552, 5.605, 4.608], [1.072, 4.489, 2.435], [-2.916, 7.576, 2.767], [-4.111, 6.357, 3.550], [-3.511, 6.189, 1.856], [-1.155, 5.526, 1.630], [-0.642, 6.887, 2.613], [-0.547, 4.039, 3.690], [0.984, 4.885, 5.264], [-0.288, 6.067, 5.161], [1.350, 6.356, 4.297], [0.557, 4.012, 1.647], [1.552, 3.719, 2.871], [2.411, 1.661, -2.903], [3.325, 2.557, -2.407], [2.720, 3.690, -1.807], [3.728, 4.623, -1.233], [4.757, 3.843, -0.352], [2.975, 5.685, -0.449], [1.743, 1.349, -2.051], [2.996, 0.788, -3.245], [1.854, 2.109, -3.779], [2.103, 4.238, -2.548], [2.118, 3.349, -0.945], [4.159, 5.198, -2.043], [5.341, 3.206, -0.983], [4.304, 3.395, 0.522], [5.343, 4.663, 0.075], [3.656, 6.381, -0.188], [2.543, 5.388, 0.406], [5.282, -4.821, -1.239], [4.106, -4.501, -0.417], [4.450, -4.198, 0.864], [3.167, -3.544, 1.558], [3.529, -3.128, 2.977], [2.019, -4.461, 1.646], [4.825, -4.890, -2.215], [5.746, -5.797, -1.019], [5.997, -3.956, -1.255], [4.658, -5.179, 1.333], [5.265, -3.479, 0.755], [2.911, -2.700, 0.873], [4.029, -3.965, 3.477], [2.651, -2.851, 3.473], [4.252, -2.363, 2.850], [1.640, -4.868, 0.771], [2.323, -5.209, 2.293], [2.661, 0.957, 3.543], [1.849, 0.988, 2.408], [1.102, -0.250, 2.194], [0.076, 0.130, 1.106], [-0.923, -0.977, 0.753], [0.601, 0.652, -0.116], [3.654, 0.551, 3.245], [2.312, 0.460, 4.415], [2.820, 1.950, 3.864], [1.907, -1.050, 1.988], [0.561, -0.598, 3.106], [-0.485, 0.931, 1.661], [-1.612, -0.540, 0.036], [-1.422, -1.150, 1.693], [-0.486, -1.910, 0.404], [0.713, -0.065, -0.770], [1.387, 1.280, -0.033], [-3.891, 1.657, 3.471], [-4.132, 2.112, 2.126], [-2.904, 2.258, 1.482], [-3.026, 3.251, 0.318], [-3.986, 2.744, -0.715], [-1.776, 3.630, -0.229], [-4.834, 1.423, 3.902], [-3.372, 2.467, 4.118], [-3.260, 0.741, 3.508], [-2.099, 2.622, 2.038], [-2.673, 1.350, 0.971], [-3.449, 4.178, 0.792], [-4.322, 3.495, -1.361], [-4.981, 2.321, -0.371], [-3.498, 1.914, -1.237], [-1.922, 4.141, -1.064], [-1.266, 2.802, -0.543], [-6.627, -3.312, 3.313], [-5.639, -3.538, 2.309], [-4.747, -4.596, 2.602], [-3.636, -4.561, 1.599], [-2.744, -3.365, 1.741], [-4.054, -4.892, 0.235], [-6.921, -2.274, 3.201], [-6.192, -3.477, 4.303], [-7.581, -3.880, 3.263], [-4.356, -4.456, 3.628], [-5.326, -5.516, 2.651], [-3.089, -5.420, 2.014], [-2.918, -2.705, 2.582], [-3.022, -2.684, 0.884], [-1.682, -3.513, 1.780], [-4.871, -5.470, 0.364], [-4.487, -4.091, -0.240], [9.246, -1.098, -0.102], [7.967, -1.687, -0.388], [7.317, -0.987, -1.466], [6.225, 0.033, -1.155], [5.052, -0.552, -0.381], [5.750, 0.587, -2.444], [9.871, -0.798, -0.932], [9.860, -1.734, 0.516], [9.053, -0.145, 0.445], [8.007, -0.609, -2.106], [6.789, -1.830, -1.954], [6.673, 0.813, -0.527], [4.446, 0.130, 0.150], [5.447, -1.278, 0.404], [4.464, -1.112, -1.073], [6.553, 0.978, -2.905], [5.173, 1.398, -2.119], [-1.743, -4.648, -2.829], [-1.759, -3.971, -1.591], [-0.721, -4.633, -3.157], [-1.826, -5.757, -2.634], [-2.436, -4.330, -3.522], [-2.383, -4.479, -0.998]], "molar_mass_g_mol": 834.3, "lumo_ha": 0.025, "smiles": "COC[C@H](C)N.COC[C@H](C)N.COC[C@H](C)N.COC[C@H](C)N.COC[C@H](C)N.COC[C@H](C)N.COC[C@H](C)N.COC[C@H](C)N.COC[C@H](C)N.CO", "charge": 0, "homo_lumo_gap_ev": 9.532}

Model Q:
{"formula": "C37H103N9O10", "method": "wB97M-V/def2-TZVPD", "species": ["C", "O", "C", "C", "C", "N", "H", "H", "H", "H", "H", "H", "H", "H", "H", "H", "H", "C", "O", "C", "C", "C", "N", "H", "H", "H", "H", "H", "H", "H", "H", "H", "H", "H", "C", "O", "C", "C", "C", "N", "H", "H", "H", "H", "H", "H", "H", "H", "H", "H", "H", "C", "O", "C", "C", "C", "N", "H", "H", "H", "H", "H", "H", "H", "H", "H", "H", "H", "C", "O", "C", "C", "C", "N", "H", "H", "H", "H", "H", "H", "H", "H", "H", "H", "H", "C", "O", "C", "C", "C", "N", "H", "H", "H", "H", "H", "H", "H", "H", "H", "H", "H", "C", "O", "C", "C", "C", "N", "H", "H", "H", "H", "H", "H", "H", "H", "H", "H", "H", "C", "O", "C", "C", "C", "N", "H", "H", "H", "H", "H", "H", "H", "H", "H", "H", "H", "C", "O", "C", "C", "C", "N", "H", "H", "H", "H", "H", "H", "H", "H", "H", "H", "H", "C", "O", "H", "H", "H", "H"], "xyz": [[3.584, 0.535, 2.963], [4.004, 1.905, 2.862], [3.852, 2.600, 4.078], [4.654, 3.921, 4.163], [6.188, 3.687, 4.366], [4.368, 4.698, 5.313], [3.875, -0.022, 2.072], [2.510, 0.404, 3.091], [4.052, -0.025, 3.772], [2.789, 2.736, 4.275], [4.202, 2.010, 4.925], [4.490, 4.490, 3.249], [6.725, 4.632, 4.295], [6.581, 3.113, 3.526], [6.374, 3.201, 5.324], [5.013, 5.475, 5.294], [3.451, 5.081, 5.133], [-3.109, -1.126, 3.077], [-2.407, -0.118, 3.807], [-1.051, -0.431, 4.168], [-0.664, 0.532, 5.348], [0.712, 0.255, 5.897], [-1.524, 0.494, 6.466], [-3.233, -2.063, 3.620], [-2.555, -1.320, 2.159], [-4.102, -0.763, 2.813], [-0.982, -1.478, 4.465], [-0.355, -0.332, 3.335], [-0.619, 1.585, 5.069], [0.771, -0.765, 6.274], [0.968, 0.882, 6.752], [1.538, 0.353, 5.192], [-1.547, -0.442, 6.847], [-2.438, 0.470, 6.038], [-1.722, 0.214, -3.842], [-0.835, 1.246, -4.040], [-1.371, 2.369, -4.770], [-0.353, 3.503, -4.702], [-0.046, 4.002, -3.257], [-0.711, 4.622, -5.486], [-2.697, 0.476, -3.430], [-1.272, -0.473, -3.125], [-1.876, -0.298, -4.792], [-1.562, 2.228, -5.834], [-2.300, 2.779, -4.373], [0.574, 3.105, -5.115], [-0.959, 4.356, -2.779], [0.802, 4.683, -3.179], [0.249, 3.223, -2.554], [-1.593, 5.017, -5.191], [-1.008, 4.370, -6.417], [4.674, 3.551, -4.328], [4.301, 2.723, -3.247], [3.040, 1.987, -3.369], [2.471, 1.313, -2.129], [3.567, 0.406, -1.424], [1.452, 0.313, -2.398], [3.937, 4.331, -4.517], [4.798, 2.925, -5.211], [5.664, 3.939, -4.089], [2.319, 2.649, -3.847], [3.271, 1.124, -3.994], [2.029, 2.044, -1.452], [4.518, 0.918, -1.280], [3.921, -0.433, -2.023], [3.329, -0.070, -0.473], [1.104, -0.114, -1.551], [0.750, 0.720, -2.999], [3.177, -3.467, 2.139], [3.852, -3.304, 0.950], [5.164, -2.792, 1.069], [5.902, -3.058, -0.278], [6.235, -4.532, -0.635], [7.183, -2.434, -0.207], [2.239, -4.021, 2.104], [3.002, -2.492, 2.594], [3.682, -4.078, 2.888], [5.122, -1.715, 1.232], [5.711, -3.197, 1.920], [5.338, -2.571, -1.073], [7.084, -5.035, -0.172], [6.329, -4.511, -1.720], [5.399, -5.168, -0.345], [6.949, -1.478, 0.020], [7.568, -2.272, -1.126], [-6.235, -2.807, 2.313], [-5.051, -3.587, 2.174], [-4.894, -4.040, 0.821], [-3.661, -4.986, 0.833], [-2.413, -4.225, 1.358], [-3.350, -5.393, -0.501], [-6.242, -2.321, 3.289], [-7.174, -3.252, 1.984], [-6.207, -1.922, 1.678], [-5.810, -4.516, 0.475], [-4.765, -3.155, 0.198], [-3.801, -5.850, 1.483], [-2.132, -3.293, 0.868], [-1.549, -4.885, 1.436], [-2.555, -3.988, 2.413], [-4.173, -5.875, -0.836], [-2.653, -6.122, -0.447], [0.936, 2.499, 1.306], [-0.263, 2.619, 2.078], [-1.422, 2.240, 1.348], [-2.650, 2.930, 1.962], [-2.656, 4.410, 1.746], [-2.745, 2.640, 3.355], [1.196, 1.506, 0.939], [1.734, 2.779, 1.994], [0.970, 3.185, 0.460], [-1.303, 2.596, 0.325], [-1.490, 1.157, 1.245], [-3.555, 2.447, 1.594], [-2.668, 4.581, 0.670], [-1.761, 4.879, 2.156], [-3.459, 5.012, 2.171], [-2.769, 1.636, 3.461], [-1.840, 2.846, 3.754], [-3.934, 0.187, -0.794], [-4.807, 0.522, -1.860], [-5.343, 1.841, -1.711], [-6.073, 2.339, -2.942], [-5.190, 2.694, -4.114], [-6.836, 3.511, -2.454], [-4.398, 0.312, 0.185], [-3.038, 0.803, -0.711], [-3.538, -0.821, -0.921], [-6.122, 1.767, -0.952], [-4.616, 2.567, -1.346], [-6.771, 1.599, -3.333], [-4.380, 3.347, -3.788], [-5.719, 3.228, -4.904], [-4.805, 1.789, -4.583], [-7.289, 3.986, -3.222], [-7.602, 3.259, -1.847], [2.693, -3.522, -2.673], [1.620, -4.380, -3.127], [0.431, -3.593, -3.525], [-0.860, -4.241, -3.053], [-2.051, -3.577, -3.748], [-1.055, -3.877, -1.634], [2.986, -2.814, -3.449], [3.507, -4.107, -2.245], [2.349, -3.025, -1.766], [0.416, -2.577, -3.130], [0.442, -3.469, -4.608], [-0.945, -5.322, -3.165], [-2.921, -3.509, -3.095], [-2.295, -4.189, -4.617], [-1.838, -2.553, -4.056], [-1.961, -4.242, -1.377], [-0.347, -4.377, -1.115], [0.594, -1.840, 0.473], [-0.383, -1.201, -0.275], [1.492, -2.094, -0.089], [0.980, -1.276, 1.322], [0.245, -2.810, 0.828], [-0.741, -1.876, -0.856]], "molar_mass_g_mol": 834.3, "lumo_ha": 0.016, "smiles": "COC[C@H](C)N.COC[C@H](C)N.COC[C@H](C)N.COC[C@H](C)N.COC[C@H](C)N.COC[C@H](C)N.COC[C@H](C)N.COC[C@H](C)N.COC[C@H](C)N.CO", "charge": 0, "homo_lumo_gap_ev": 8.997}

Relative calculated energies, zero for the most stable structure, unit kJ/mol: model P 31.8; model Q 0.0.

Model P:
{"formula": "C2H6N5", "method": "wB97M-V/def2-TZVPD", "species": ["N", "C", "C", "N", "N", "N", "N", "H", "H", "H", "H", "H", "H"], "xyz": [[2.052, -0.604, 0.136], [1.300, 0.663, 0.384], [-0.229, 0.485, 0.016], [-0.999, 1.503, -0.622], [-2.206, 0.917, -0.749], [-2.208, -0.310, -0.271], [-1.015, -0.664, 0.257], [1.455, -1.433, 0.199], [2.322, -0.556, -0.860], [1.719, 1.423, -0.359], [1.469, 1.106, 1.411], [-2.965, -1.002, -0.248], [-0.695, -1.527, 0.705]], "molar_mass_g_mol": 100.1, "lumo_ha": -0.198, "smiles": "NCc1nn[nH][nH+]1", "charge": 1, "homo_lumo_gap_ev": 9.092}

Model Q:
{"formula": "C2H6N5", "method": "wB97M-V/def2-TZVPD", "species": ["C", "N", "N", "N", "N", "N", "C", "H", "H", "H", "H", "H", "H"], "xyz": [[3.220, 0.327, 0.197], [1.925, 0.058, -0.411], [1.080, -0.622, 0.085], [0.047, -1.105, -0.386], [-1.091, -0.695, -0.490], [-1.900, -0.127, 0.179], [-3.208, 0.182, -0.005], [3.211, -0.213, 1.198], [3.970, -0.036, -0.640], [3.442, 1.463, 0.308], [-3.828, -0.434, 0.718], [-3.457, 1.173, 0.375], [-3.411, 0.028, -1.130]], "molar_mass_g_mol": 100.1, "lumo_ha": [-0.248, -0.246], "smiles": "CN=[N+]=N/N=N/C", "charge": 1, "homo_lumo_gap_ev": [7.561, 7.584]}

Relative calculated energies, zero for the most stable structure, unit kJ/mol: model P 0.0; model Q 427.8.